[1]
The following is a quantum chemistry calculation of a structure of composition C4H7N2 at a distorted geometry, from the OMol25 dataset.

ORCA input file:
```
! wB97M-V def2-TZVPD RIJCOSX def2/J DEFGRID3
* xyz 1 1
C 0.92016 0.99942 -1.58426
C 1.59441 -0.08487 -1.18525
C 1.44704 -0.14650 0.28303
C -1.36948 -0.73895 0.66322
N -1.18671 0.43724 -0.07762
N 0.59236 0.88050 -0.20166
H 0.77219 1.65872 -2.41020
H 1.00282 -1.05701 0.79265
H 2.23380 0.33087 0.87616
H -0.92341 -0.84067 1.66871
H -2.46050 -1.04264 0.71248
H -1.02900 -1.78747 0.15913
H -1.59369 1.39136 0.30359
*
```

Results
E_HOMO (alpha / beta)   -14.51 / -14.51 eV
Energy above the lowest of the compared OMol25 structures with the same formula, charge and spin   208.4 kcal/mol
Strongest force on any atom   5.58 eV/Å
Calculated total energy   -7226.702 eV
LUMO energy (alpha / beta)   -0.2191 / -0.2191 Eh

[2]
The following is a quantum chemistry calculation of a structure of composition C37H37MgN3P2 at a distorted geometry, from the OMol25 dataset.

ORCA input file:
```
! wB97M-V def2-TZVPD RIJCOSX def2/J DEFGRID3
* xyz 0 1
Mg -0.61116 0.99055 -2.34999
C -2.23715 1.15229 -3.68090
C -2.09048 -0.15997 -3.25773
C -1.34278 -1.21146 -4.04242
C 0.05528 -0.75565 -4.56450
C 0.80752 0.21619 -3.67039
C 0.76775 1.59885 -3.80430
C -0.16019 2.33684 -4.74275
C -1.58697 1.73081 -4.90878
C 1.94073 0.22714 3.37161
H -3.09433 1.72940 -3.31427
H -2.73229 -0.55930 -2.45864
H -1.92324 -1.52950 -4.92948
H -1.22151 -2.10323 -3.40139
H 0.65621 -1.67881 -4.64876
H -0.03926 -0.35285 -5.59004
H 1.54588 -0.26362 -3.02070
H 1.58375 2.20549 -3.40772
H 0.27261 2.43939 -5.75511
H -0.25360 3.37184 -4.36749
H -2.22591 2.56904 -5.23251
H -1.54276 0.98693 -5.71273
H 1.30820 1.08793 3.60915
H 2.88022 0.31921 3.93378
H 1.42838 -0.68202 3.70000
P -1.66956 -0.81012 1.74846
P 2.29832 0.10325 1.62344
C -0.20308 -1.07691 0.78668
C 0.94398 -0.35545 0.57043
C -2.59484 -2.31613 1.74606
C -2.74766 -3.00618 0.52427
C -3.52331 -4.16758 0.48361
C -4.14705 -4.64582 1.64278
C -3.95598 -3.97486 2.85368
C -3.18083 -2.81073 2.91620
C -2.66300 0.48797 0.98985
C -2.05353 1.71799 0.69587
C -2.80784 2.73982 0.11720
C -4.14933 2.53130 -0.19903
C -4.74377 1.29053 0.02015
C -4.00611 0.26743 0.62570
C 3.74078 -1.01900 1.48710
C 3.53368 -2.40281 1.66434
C 4.60615 -3.29043 1.56552
C 5.89625 -2.82354 1.28683
C 6.11324 -1.44794 1.14402
C 5.04920 -0.54642 1.25892
C 2.85031 1.69290 0.99326
C 2.55725 2.87988 1.68446
C 2.78650 4.10712 1.06030
C 3.33151 4.16537 -0.22417
C 3.63351 2.97755 -0.90379
C 3.39103 1.74149 -0.30092
H -0.34764 -1.94035 0.11713
H 1.19787 -0.15289 -0.48471
H -2.26639 -2.63123 -0.38307
H -3.64385 -4.69298 -0.46254
H -4.77999 -5.54054 1.59687
H -4.41206 -4.35107 3.76518
H -3.03054 -2.28778 3.86200
H -0.99471 1.85191 0.89795
H -2.34014 3.71832 -0.06150
H -4.74223 3.34458 -0.62090
H -5.77255 1.10712 -0.29316
H -4.46617 -0.68973 0.83577
H 2.52579 -2.76932 1.88508
H 4.43774 -4.35605 1.72050
H 6.72664 -3.52326 1.18667
H 7.11755 -1.07195 0.94123
H 5.24223 0.52958 1.19022
H 2.15429 2.83927 2.69614
H 2.53256 5.02992 1.58268
H 3.51674 5.12998 -0.70386
H 4.05687 3.01100 -1.90616
H 3.63693 0.82425 -0.84246
N -1.31576 -0.32036 3.32303
C -1.48395 0.08735 4.43677
N -1.13861 0.70342 5.48940
C -1.35809 0.35365 6.73974
N -1.52326 0.12304 7.87683
*
```

Results
E_HOMO (alpha / beta)   -4.58 / -4.63 eV
Energy above the lowest of the compared OMol25 structures with the same formula, charge and spin   73.0 kcal/mol
Strongest force on any atom   5.22 eV/Å
Calculated total energy   -67453.108 eV
LUMO energy (alpha / beta)   -0.0172 / -0.0172 Eh

[3]
The following is a quantum chemistry calculation of a cluster of 2 separate species, C5H14NO in total at a distorted geometry, from the OMol25 dataset.

ORCA input file:
```
! wB97M-V def2-TZVPD RIJCOSX def2/J DEFGRID3
* xyz 1 1
C 1.03935 -0.71993 1.47583
C 1.01139 -0.80750 -0.04914
N -0.40946 -0.80536 -0.58010
C -0.74764 0.61889 -0.97045
C 0.55637 1.40779 -0.87204
C 1.65850 0.33875 -0.80330
H 0.30786 -1.39425 1.94113
H 0.87146 0.30851 1.79580
H 2.01500 -1.05513 1.80876
H 1.48283 -1.73853 -0.36092
H -1.10451 -1.19188 0.08139
H -0.42433 -1.36545 -1.42754
H -1.19919 0.58138 -1.95823
H -1.44663 1.04904 -0.26886
H 0.65191 2.13676 -1.66200
H 0.59507 1.94844 0.08311
H 2.51886 0.77303 -0.30871
H 1.96248 0.04811 -1.79907
H -2.93793 0.49431 0.74943
H -3.57767 -0.30082 1.86794
O -2.82371 -0.32618 1.25697
*
```

Results
E_HOMO   -15.77 eV
Energy above the lowest of the compared OMol25 structures with the same formula, charge and spin   7.6 kcal/mol
Strongest force on any atom   1.02 eV/Å
Calculated total energy   -8943.678 eV
LUMO energy   -0.1121 Eh

[4]
The following is a quantum chemistry calculation of the molecule C4H3NO3 at a distorted geometry, from the OMol25 dataset.

ORCA input file:
```
! wB97M-V def2-TZVPD RIJCOSX def2/J DEFGRID3
* xyz 0 1
O -1.80773 1.34325 -0.33063
C -0.63305 0.86463 -0.06658
C 0.79220 1.49604 0.07149
N 1.89132 0.67491 0.20759
O 1.75914 -0.59194 -0.29703
C 0.65333 -1.39736 -0.22996
C -0.45156 -0.57789 -0.03389
O -1.62032 -1.23859 0.24741
H 1.23763 2.43884 0.39125
H 0.63867 -2.42412 -0.12246
H -2.45962 -0.58778 0.16281
*
```

Results
E_HOMO   -9.25 eV
Energy above the lowest of the compared OMol25 structures with the same formula, charge and spin   118.0 kcal/mol
SMILES   O=c1cnocc1O
Strongest force on any atom   7.88 eV/Å
Calculated total energy   -11824.416 eV
LUMO energy   -0.0367 Eh

[5]
The following is a quantum chemistry calculation of a structure of composition C17H24ClN3O4S at a distorted geometry, from the OMol25 dataset.

ORCA input file:
```
! wB97M-V def2-TZVPD RIJCOSX def2/J DEFGRID3
* xyz 0 1
C 7.01499 1.46144 0.38693
H 7.25899 1.34160 -0.77278
H 7.72527 2.39233 0.61068
H 7.36952 0.52625 0.76858
C 5.52702 1.52822 0.50419
N 4.63914 0.42377 0.51951
C 3.33792 0.44916 1.33813
H 3.59452 0.84346 2.09619
C 2.67865 -0.76099 1.00124
N 2.57494 -1.20259 -0.29296
C 1.29139 -1.04200 -0.89780
O 1.13636 -1.30095 -2.22027
C 0.14701 -1.37254 -0.15677
C -0.71050 -0.01197 -0.08250
C -1.92134 -0.10912 0.47102
C -2.33200 -1.21124 1.50965
C -1.38076 -2.44229 1.51263
C -0.26796 -2.33336 0.82911
H 0.52826 -3.02982 0.73488
H -1.72583 -3.07744 2.18674
Cl -3.78514 -1.16066 2.15293
S -3.12043 1.42651 0.64013
O -3.33023 1.91125 1.85448
O -2.47523 2.30702 -0.26412
N -4.35751 0.76467 -0.40419
C -4.19062 0.36009 -1.59379
H -3.28225 -0.27148 -1.80237
C -5.34837 -0.49084 -1.97760
O -6.72920 -0.20072 -1.45539
C -6.67289 0.05549 -0.11134
H -7.69930 0.58430 -0.03421
C -5.68014 1.09598 0.09749
H -5.60432 1.31863 1.32241
H -5.87113 1.94964 -0.30268
H -6.57656 -0.90285 0.38370
H -5.38569 -0.60497 -2.98719
H -5.16042 -1.60428 -1.61351
H -4.39652 1.28825 -1.88837
H -0.52069 0.80167 -0.71725
C 3.65268 -1.02819 -0.94830
C 4.53396 0.12654 -0.77071
H 5.26802 0.23551 -1.21787
H 3.72205 0.92926 -1.38012
H 3.47462 -1.52372 -2.05520
H 4.32296 -1.86902 -0.71092
H 1.93190 -0.81134 1.60591
H 3.45760 -1.64533 1.61232
H 2.88913 1.19996 0.78526
H 5.13724 2.64882 -0.03068
H 5.31090 2.03788 1.76478
*
```

Results
E_HOMO   -8.59 eV
Energy above the lowest of the compared OMol25 structures with the same formula, charge and spin   452.4 kcal/mol
Strongest force on any atom   17.35 eV/Å
Calculated total energy   -54016.536 eV
LUMO energy   -0.0241 Eh

[6]
The following is a quantum chemistry calculation of the molecule C4H7N3OS at a distorted geometry, from the OMol25 dataset.

ORCA input file:
```
! wB97M-V def2-TZVPD RIJCOSX def2/J DEFGRID3
* xyz 0 1
C 2.07300 -1.10494 0.14487
C -0.00074 -0.06137 0.41873
C -1.96418 -1.39813 0.48469
C 1.24049 1.41312 -1.25092
N 3.20909 -0.97626 -0.05595
N 0.88150 -1.33952 0.43545
N -1.29786 -0.16285 0.66429
O -0.47929 2.46706 0.61654
S 0.70016 1.62895 0.51589
H -2.86186 -1.42972 -0.11823
H -1.30502 -2.11825 0.23633
H -2.47594 -1.67175 1.51389
H 1.53603 2.40250 -1.59759
H 0.47763 1.07825 -1.78219
H 2.10663 0.58724 -1.20874
H -1.83962 0.68567 0.98293
*
```

Results
E_HOMO (alpha / beta)   -8.90 / -8.90 eV
Energy above the lowest of the compared OMol25 structures with the same formula, charge and spin   92.7 kcal/mol
Strongest force on any atom   9.29 eV/Å
Calculated total energy   -21610.808 eV
LUMO energy (alpha / beta)   -0.0130 / -0.0130 Eh

[7]
The following is a quantum chemistry calculation of the ion C4H6FOS with charge -1 at a distorted geometry, from the OMol25 dataset.

ORCA input file:
```
! wB97M-V def2-TZVPD RIJCOSX def2/J DEFGRID3
* xyz -1 1
C 0.39542 1.26926 -0.43818
C 0.03415 -0.23118 -0.35795
C 0.93134 -0.95660 0.64543
F -0.06180 -0.80673 -1.60960
C -1.66016 -0.28342 0.15298
O -1.95694 -1.40009 0.53373
S -2.54528 1.14947 0.07358
H 1.13384 1.50996 0.23843
H 0.89781 1.38165 -1.49877
H -0.63445 1.85947 -0.49024
H 1.83498 -1.22027 0.22751
H 0.32127 -1.87186 0.99831
H 1.30982 -0.39965 1.52476
*
```

Results
E_HOMO   -3.43 eV
Energy above the lowest of the compared OMol25 structures with the same formula, charge and spin   0.0 kcal/mol
SMILES   CC(C)(F)C([O-])=S
Strongest force on any atom   5.43 eV/Å
Calculated total energy   -19845.980 eV
LUMO energy   0.1423 Eh